DFT (ωB97M-V/def2-TZVPD) results for the molecule C4H11N5 at a distorted geometry.

```
20
Properties=species:S:1:pos:R:3:mulliken_charge:R:1
N 0.579 0.558 0.674 0.440
N -1.475 0.665 -0.309 -0.336
N 1.775 -0.068 0.804 -0.680
N -2.456 0.322 -1.360 -0.606
N 0.194 -0.952 -1.019 -0.097
C 2.547 0.278 1.777 -0.287
C -0.355 -1.788 -2.057 -0.813
C -0.078 1.029 1.903 -1.046
C -0.346 0.059 -0.265 0.420
H 2.334 0.980 2.580 0.163
H -1.398 -1.690 -1.881 0.395
H -2.344 1.141 -1.978 0.237
H -0.196 0.167 2.644 0.280
H 1.159 -1.048 -0.864 0.203
H 3.521 -0.117 1.760 0.257
H 0.558 1.761 2.293 0.354
H -0.169 -1.520 -3.179 0.190
H -3.327 0.567 -0.829 0.277
H -1.073 1.432 1.707 0.365
H 0.002 -2.824 -1.932 0.283
```

Orbital gap ... 9.204 eV
Net charge ... 0
Spin multiplicity ... 1
HOMO ... -8.16 eV